Formula: C22H36O18
Source: the Open Molecules 2025 dataset
Level of theory: the ωB97M-V functional and the def2-TZVPD basis

Geometry as XYZ:
```
76
Properties=species:S:1:pos:R:3:forces:R:3
C 2.55823 -4.47437 -1.05954 0.7 -1.0 -0.2
C 2.03239 -5.48761 -0.02739 0.1 0.6 -1.5
C 2.18776 -5.01688 1.37705 4.7 -0.1 -0.6
O 0.96491 -4.80602 1.82982 -2.8 0.7 3.2
C 0.04945 -5.05995 0.92256 -6.5 2.1 0.6
O -1.18991 -4.80906 1.05665 4.9 -1.3 -0.2
O 0.59582 -5.44598 -0.17725 0.6 -1.5 -1.7
H 2.72275 -3.51058 -0.57771 -0.6 0.2 -0.4
H 1.89246 -4.49970 -1.92221 -0.2 0.6 0.2
H 3.52215 -4.74125 -1.49283 0.2 -0.3 0.3
H 2.41038 -6.50577 -0.11993 -0.3 0.0 -0.5
H 2.79924 -4.11460 1.36739 -0.3 0.5 0.2
H 2.81700 -5.69892 1.94888 -0.6 -0.4 0.5
C -4.29603 2.11622 -2.92996 -0.1 0.6 -0.1
C -5.37622 3.16251 -2.64000 0.1 -2.6 -0.1
C -6.43276 2.63456 -1.62776 0.6 2.3 -1.5
O -6.76067 3.93068 -1.02751 -0.5 -0.9 1.1
C -5.72596 4.75866 -1.16644 -0.5 5.7 1.9
O -5.61488 5.92403 -0.70644 -0.8 -4.3 -0.9
O -4.84576 4.28922 -1.98949 1.7 -0.7 -1.1
H -3.47633 2.62494 -3.43730 0.0 -0.3 -0.2
H -4.71337 1.31658 -3.54192 0.1 0.1 -0.2
H -3.88124 1.63499 -2.04426 -0.1 0.2 0.2
H -5.85022 3.46273 -3.57451 0.0 0.2 0.0
H -5.93454 1.92959 -0.96225 -0.6 0.1 0.4
H -7.33134 2.32156 -2.15943 0.2 -0.5 0.5
C 5.19887 -1.49199 -3.13895 -1.4 -0.2 0.8
C 3.89369 -0.77129 -2.56093 0.3 -4.6 -1.9
C 4.03650 -0.03955 -1.33998 1.0 1.4 1.6
O 4.43725 1.21742 -1.87808 0.2 1.4 0.5
C 3.83188 1.37300 -3.09062 0.4 1.9 0.4
O 3.66668 2.45181 -3.61955 0.1 -2.3 0.5
O 3.48585 0.14870 -3.49903 -1.1 2.0 -2.0
H 5.14996 -1.53745 -4.22690 0.2 0.7 0.0
H 5.22212 -2.55852 -2.91520 -0.1 0.0 0.7
H 6.09080 -1.02076 -2.72603 0.1 0.0 -0.4
H 3.02761 -1.42173 -2.43883 0.3 -0.7 -0.3
H 4.81361 -0.44813 -0.69402 -0.1 0.3 0.1
H 3.10196 0.09910 -0.79637 0.0 -0.1 0.1
C -2.54112 2.92174 0.48397 1.5 0.5 1.0
C -2.47392 3.41582 1.97966 -2.5 0.9 -2.9
C -3.03966 2.42548 2.95127 0.6 0.1 -0.4
O -1.99886 2.35375 3.89670 0.6 0.1 1.5
C -0.99151 3.21377 3.58732 4.6 -2.3 2.4
O 0.11367 3.25336 4.16691 -4.0 0.3 -1.2
O -1.19751 3.76327 2.42885 0.0 0.9 -1.3
H -2.14248 1.91524 0.35693 -0.4 -0.3 0.3
H -1.81035 3.49387 -0.08763 -0.3 0.5 -0.2
H -3.53282 3.03250 0.04540 0.1 0.0 0.2
H -3.11340 4.29547 2.05279 0.3 0.4 -0.3
H -3.12921 1.49388 2.39250 -0.4 -0.4 0.7
H -3.94573 2.82634 3.40564 -0.1 -0.6 0.0
C 2.72723 -2.32063 5.00059 -0.9 0.7 -1.2
O 3.13934 -1.35501 3.98706 0.2 1.2 -1.9
C 2.28775 -0.41045 3.44164 -3.5 -0.4 4.1
O 1.15092 -0.23225 3.96323 3.4 -0.6 -2.4
O 2.83478 0.32978 2.46992 -0.5 -0.6 -0.6
C 1.95171 1.27718 1.81749 -1.2 1.7 -0.1
H 3.26872 -3.23050 4.74172 0.4 0.3 0.5
H 1.67852 -2.58521 4.86523 -0.1 0.4 0.1
H 2.88702 -1.88985 5.98902 0.2 -0.3 -0.1
H 0.87229 1.13598 1.87237 0.1 -0.8 1.1
H 1.99263 1.46880 0.74524 1.5 -1.3 -0.4
H 2.10492 2.30408 2.14931 0.3 -0.3 0.9
C -0.86846 -1.32256 1.26597 -0.4 -1.1 1.6
O -1.18750 -0.46159 0.21405 0.3 2.0 -3.1
C -0.52835 -0.53283 -0.98577 2.0 -1.2 -0.8
O 0.26453 -1.45289 -1.26668 -2.0 2.6 0.5
O -0.78201 0.57670 -1.82337 -0.8 -2.1 3.1
C -0.17448 0.67816 -3.12245 -1.2 0.2 0.6
H -1.43843 -2.25042 1.21792 0.4 -0.3 -0.5
H -1.25611 -0.86137 2.17433 0.1 0.4 -0.1
H 0.19039 -1.49440 1.45935 0.0 0.0 -0.6
H -0.81586 1.41368 -3.60800 0.3 0.3 0.0
H -0.38701 -0.23520 -3.67806 1.1 -0.2 0.1
H 0.81026 1.11011 -2.94414 0.2 -0.7 -0.8
```
Positions in Å, forces in eV/Å.

multiplicity: 1
gap between HOMO and LUMO: 10.80 eV
lowest unoccupied orbital energy: 0.009 hartree
SMILES: C[C@H]1COC(=O)O1.C[C@H]1COC(=O)O1.C[C@H]1COC(=O)O1.C[C@H]1COC(=O)O1.COC(=O)OC.COC(=O)OC
ΔE to the lowest compared entry with this formula, charge and spin: 3.6628 eV
DFT total energy: -60249.8353 eV

Electronic structure analysis, Löwdin charges in units of e:
1 C -0.004
2 C -0.254
3 C -0.191
4 O 0.121
5 C -0.543
6 O 0.072
7 O 0.120
8 H 0.077
9 H 0.097
10 H 0.079
11 H 0.157
12 H 0.130
13 H 0.142
14 C -0.018
15 C -0.320
16 C -0.032
17 O 0.066
18 C -0.581
19 O 0.091
20 O 0.099
21 H 0.087
22 H 0.091
23 H 0.071
24 H 0.157
25 H 0.131
26 H 0.139
27 C 0.025
28 C -0.358
29 C -0.118
30 O 0.066
31 C -0.531
32 O 0.146
33 O 0.088
34 H 0.084
35 H 0.064
36 H 0.086
37 H 0.146
38 H 0.151
39 H 0.123
40 C 0.016
41 C -0.311
42 C -0.102
43 O 0.074
44 C -0.528
45 O 0.099
46 O 0.126
47 H 0.059
48 H 0.092
49 H 0.067
50 H 0.150
51 H 0.130
52 H 0.141
53 C -0.019
54 O -0.050
55 C -0.502
56 O 0.061
57 O 0.027
58 C -0.033
59 H 0.087
60 H 0.087
61 H 0.098
62 H 0.081
63 H 0.080
64 H 0.100
65 C -0.056
66 O -0.036
67 C -0.450
68 O 0.075
69 O -0.070
70 C -0.016
71 H 0.091
72 H 0.097
73 H 0.093
74 H 0.086
75 H 0.105
76 H 0.094


Formula: C30H36IN5O2P
Source: the Open Molecules 2025 dataset
Level of theory: the ωB97M-V functional and the def2-TZVPD basis

Geometry as XYZ:
```
75
Properties=species:S:1:pos:R:3:forces:R:3
C -4.93630 1.69125 2.81383 0.0 -0.2 0.0
O -3.87456 1.19313 2.01507 0.2 0.2 0.1
C -3.93645 1.61752 0.67211 -0.1 -0.1 0.0
C -2.63891 1.33709 -0.03322 0.1 0.2 -0.1
C -2.08307 2.30721 -0.83062 0.0 -0.2 0.2
C -0.88090 2.10515 -1.54768 -0.2 0.3 0.1
C -0.18860 0.93626 -1.47410 0.1 0.0 0.0
C 1.12227 0.76072 -2.18902 0.0 0.1 0.0
C 2.33652 0.61212 -1.25512 0.1 0.1 0.0
C 3.64575 1.15306 -1.85810 0.2 -0.2 0.3
C 4.70445 0.07246 -2.06518 0.0 -0.1 -0.2
N 5.68332 0.49214 -3.07650 -0.2 0.0 0.1
C -0.75436 -0.09397 -0.66840 -0.3 0.1 0.1
C -0.13862 -1.33011 -0.58715 0.1 -0.1 0.0
N -0.64244 -2.32821 0.13114 0.1 0.0 -0.3
P 0.13572 -3.95187 0.30667 0.0 -0.4 0.1
O 1.39259 -3.50661 1.23248 -0.1 0.2 -0.1
I 1.29538 -4.26889 -1.79755 0.0 0.1 0.0
C -1.82094 -2.17851 0.82136 0.2 -0.4 0.0
C -2.47376 -1.00294 0.79184 -0.3 0.2 0.1
C -1.97466 0.09481 0.04894 0.0 0.0 -0.1
H -5.20905 2.70437 2.51740 0.0 0.1 0.0
H -4.59198 1.70536 3.84405 0.0 0.0 0.0
H -5.81035 1.04090 2.74685 -0.1 0.0 -0.1
H -4.76667 1.12761 0.14556 -0.1 -0.1 0.0
H -4.12209 2.69355 0.62762 0.0 0.1 0.0
H -2.60126 3.25338 -0.91918 0.1 0.1 -0.2
H -0.50397 2.92176 -2.14830 0.0 0.0 0.0
H 1.27888 1.65751 -2.78599 -0.1 0.0 -0.1
H 1.05330 -0.07046 -2.89480 0.1 -0.1 -0.1
H 2.50486 -0.43016 -0.97676 -0.1 -0.1 0.1
H 2.11619 1.14262 -0.32763 0.0 0.0 0.0
H 4.05930 1.88446 -1.16513 0.1 0.2 -0.2
H 3.46249 1.66104 -2.80537 -0.1 0.1 -0.1
H 4.22472 -0.88082 -2.33144 -0.2 0.0 -0.1
H 5.22206 -0.08399 -1.12147 0.1 -0.1 0.0
H 6.27878 -0.29094 -3.31764 0.1 0.0 0.1
H 5.18696 0.72941 -3.92826 0.1 0.1 -0.1
H 0.77589 -1.53016 -1.12389 0.0 -0.1 0.0
H 1.14077 -2.83898 1.88548 0.2 -0.1 0.2
H -2.16250 -3.04762 1.37543 0.0 -0.1 0.0
H -3.38474 -0.91345 1.35977 -0.1 0.1 0.0
N -2.55156 -5.08493 2.74934 0.0 0.1 -0.1
C -1.66174 -6.06684 2.60701 0.0 0.1 0.0
C -1.79718 -7.32232 3.17428 -0.1 0.0 0.0
C -2.92633 -7.57599 3.93642 0.0 0.0 0.0
C -3.86294 -6.56682 4.09601 0.0 0.0 0.0
C -3.63217 -5.34441 3.48529 0.0 0.0 0.0
H -0.79724 -5.81429 2.00694 0.0 -0.2 0.0
H -1.03976 -8.07796 3.02074 0.0 0.0 0.0
H -3.07438 -8.54298 4.39835 0.0 0.0 0.0
H -4.75728 -6.72130 4.68287 0.0 0.0 0.0
H -4.34439 -4.53387 3.58940 0.0 0.0 0.0
N 6.98483 0.67169 0.33841 0.0 0.0 0.1
C 7.25167 0.29653 1.58837 0.0 0.0 0.0
C 8.53327 0.22284 2.11017 0.0 0.0 0.0
C 9.59856 0.55595 1.28842 0.0 0.0 0.0
C 9.33651 0.94851 -0.01377 0.0 0.0 0.0
C 8.01720 0.99194 -0.44028 0.0 0.0 -0.1
H 6.39335 0.04292 2.20160 0.0 0.0 0.0
H 8.69024 -0.08690 3.13411 0.0 0.0 0.0
H 10.61472 0.51144 1.65786 0.0 0.0 0.0
H 10.13617 1.21891 -0.68918 0.0 0.0 0.0
H 7.76532 1.29541 -1.45097 0.0 0.0 0.0
N -4.06515 4.64502 -2.19969 -0.1 0.0 0.1
C -4.85010 5.12071 -1.23320 0.0 0.0 0.0
C -6.13975 5.57995 -1.44494 0.0 0.0 0.0
C -6.64634 5.54583 -2.73442 0.0 0.0 0.0
C -5.84214 5.05895 -3.75161 0.0 0.0 0.0
C -4.56485 4.62375 -3.43428 0.1 0.0 0.0
H -4.41733 5.14413 -0.23738 0.0 0.0 0.0
H -6.72784 5.95890 -0.62076 0.0 0.0 0.0
H -7.64798 5.89750 -2.94306 0.0 0.0 0.0
H -6.19305 5.01942 -4.77318 0.0 0.0 0.0
H -3.90636 4.24107 -4.20594 0.0 0.0 0.0
```
Positions in Å, forces in eV/Å.

multiplicity: 1
gap between HOMO and LUMO: 7.13 eV
lowest unoccupied orbital energy: -0.139 hartree
net charge: +1
DFT total energy: -60623.6808 eV

Electronic structure analysis, Löwdin charges in units of e:
1 C -0.077
2 O -0.196
3 C -0.174
4 C -0.115
5 C 0.039
6 C 0.024
7 C -0.158
8 C -0.139
9 C -0.183
10 C -0.186
11 C -0.300
12 N -0.004
13 C -0.062
14 C -0.048
15 N -0.229
16 P 0.555
17 O -0.357
18 I 0.546
19 C -0.078
20 C 0.047
21 C -0.055
22 H 0.087
23 H 0.093
24 H 0.093
25 H 0.147
26 H 0.110
27 H 0.090
28 H 0.128
29 H 0.112
30 H 0.130
31 H 0.090
32 H 0.121
33 H 0.113
34 H 0.104
35 H 0.102
36 H 0.078
37 H 0.068
38 H 0.061
39 H 0.049
40 H 0.074
41 H 0.089
42 H 0.126
43 N 0.037
44 C -0.174
45 C -0.059
46 C -0.063
47 C -0.061
48 C -0.148
49 H 0.031
50 H 0.107
51 H 0.112
52 H 0.107
53 H 0.105
54 N 0.046
55 C -0.156
56 C -0.073
57 C -0.076
58 C -0.066
59 C -0.149
60 H 0.100
61 H 0.101
62 H 0.107
63 H 0.103
64 H 0.092
65 N 0.041
66 C -0.165
67 C -0.065
68 C -0.068
69 C -0.063
70 C -0.146
71 H 0.100
72 H 0.105
73 H 0.110
74 H 0.106
75 H 0.105


Formula: C31H19CdCl4F6IN2O6S2Si
Source: the Open Molecules 2025 dataset
Level of theory: the ωB97M-V functional and the def2-TZVPD basis

Geometry as XYZ:
```
73
Properties=species:S:1:pos:R:3:forces:R:3
Cd 1.41593 1.38389 -0.19110 0.3 -0.1 0.7
F 3.57874 -0.50666 7.86018 -0.5 0.3 0.0
C 3.46665 -1.91303 8.15578 1.1 -0.1 1.4
F 2.12439 -2.08695 8.48387 -0.9 0.6 0.4
F 3.43682 -2.40953 6.89425 0.3 -0.7 -2.0
S 1.99316 -1.47486 -2.02108 -1.1 0.4 -1.0
O 0.72952 -1.04250 -0.98793 0.9 -0.1 -0.5
O 1.43096 -1.34441 -3.38775 0.9 -0.2 1.5
N 2.75120 -0.10453 -1.52082 1.3 0.0 -0.5
S 4.36162 0.01408 -1.54601 -0.2 -0.7 -0.8
O 5.13476 -1.11289 -2.09247 -1.4 1.2 1.2
O 4.68642 0.65041 -0.30136 0.9 -0.2 -0.4
C 4.66837 1.25698 -2.90831 -0.9 1.1 1.8
F 5.96842 1.51588 -2.97495 0.2 0.1 -0.2
F 4.24000 0.77657 -4.03944 -0.2 -0.1 -0.9
F 4.01483 2.44785 -2.64859 0.7 -1.2 -0.3
Cl -3.77536 5.80786 1.06226 -0.7 0.4 0.3
C -2.69016 4.73454 0.28995 1.6 0.3 0.5
C -2.67679 4.64115 -1.08653 -0.3 -0.3 0.6
Cl -3.88615 5.40524 -2.07454 -0.1 0.2 0.4
C -1.70656 3.83711 -1.69850 -0.4 0.1 -0.2
Cl -1.99588 3.51705 -3.38925 0.9 -0.1 0.1
C -0.68181 3.26581 -0.97347 1.3 -1.3 0.5
O 0.26565 2.50334 -1.51142 -0.9 0.5 -0.7
C -0.63792 3.37580 0.49073 -0.3 1.3 0.4
O 0.27307 2.83043 1.23123 0.2 -0.8 -1.3
C -1.61586 4.18970 1.07956 -1.1 -0.4 -1.0
Cl -1.66902 4.22367 2.82264 0.0 0.2 -0.3
I 3.79725 3.54549 0.98387 -0.1 0.2 0.0
C 3.36121 1.97170 2.28653 -0.2 -0.1 -1.4
C 3.88314 1.97944 3.54688 0.8 1.4 0.5
C 3.59213 0.93494 4.36183 -0.3 -1.0 0.2
C 2.98322 -0.21949 3.83461 0.1 0.9 -0.2
C 2.48367 -0.16098 2.52803 0.8 1.0 0.3
N 2.64929 0.98295 1.77376 -0.4 -1.4 0.7
H 4.53198 2.79959 3.89363 -0.7 -0.3 -0.2
H 3.83941 1.02380 5.40746 0.2 -0.5 0.2
H 3.00022 -1.05295 4.51819 -0.6 -0.5 -0.3
H 1.97787 -0.99696 2.03620 0.2 0.4 0.2
C -2.97634 0.07769 -4.99430 0.2 -0.6 0.1
C -1.76808 0.61502 -4.57620 -0.8 -0.7 0.9
C -1.13419 0.15610 -3.41029 1.5 1.7 -0.6
C -1.58972 -0.97019 -2.77759 -0.5 0.0 -0.1
C -2.75644 -1.57792 -3.25269 -0.8 -0.2 1.0
C -3.48751 -1.04222 -4.29367 -0.2 0.4 -1.3
Si -0.87415 -1.44215 -1.17417 0.5 -2.0 0.8
C -1.57784 -0.49136 0.22520 -2.3 0.9 0.5
C -1.43030 -0.75327 1.60647 2.0 -0.7 -0.8
C -2.01234 -0.00502 2.59081 -0.8 0.0 0.3
C -2.87333 1.02027 2.20737 -0.1 0.1 2.2
C -3.09114 1.29969 0.91026 -0.4 1.1 -1.6
C -2.51924 0.52326 -0.08285 0.6 -0.2 -0.7
C -0.99979 -3.36887 -0.86929 -0.7 0.9 -0.3
C -0.42001 -4.39308 -1.64049 0.5 1.9 0.4
C -0.75994 -5.69828 -1.49150 0.6 -0.9 -1.6
C -1.75081 -6.04447 -0.64998 -1.8 -1.4 1.9
C -2.32796 -5.09660 0.18037 -0.8 0.2 0.3
C -1.97442 -3.75305 0.05175 0.5 -1.3 -0.6
H -3.49813 0.54298 -5.85369 0.2 -0.5 0.7
H -1.42800 1.48683 -5.04988 0.7 0.9 -0.6
H -0.26499 0.77374 -2.99624 -1.3 -1.0 -0.7
H -3.18423 -2.35124 -2.59801 0.1 -0.1 -0.7
H -4.43753 -1.46778 -4.65382 0.5 0.1 0.5
H -0.68185 -1.51523 1.86143 -0.4 0.1 0.2
H -1.87988 -0.23631 3.64681 0.2 0.0 -0.3
H -3.39049 1.60568 2.97107 0.3 -0.1 -0.2
H -3.61864 2.22161 0.61706 -0.1 -0.7 0.2
H -2.82477 0.77117 -1.10937 0.5 -0.2 0.3
H 0.33019 -4.12343 -2.34946 0.4 0.1 -0.5
H -0.35229 -6.46501 -2.14571 0.2 0.2 0.1
H -2.11381 -7.08811 -0.59815 0.3 0.6 0.0
H -3.13775 -5.35842 0.88585 0.6 0.0 -0.5
H -2.49869 -3.04157 0.62498 -0.4 0.8 0.7
```
Positions in Å, forces in eV/Å.

multiplicity: 1
gap between HOMO and LUMO: 5.36 eV
lowest unoccupied orbital energy: 0.132 hartree
net charge: -2
ΔE to the lowest compared entry with this formula, charge and spin: 0.0000 eV
DFT total energy: -156330.9185 eV

Electronic structure analysis, Löwdin charges in units of e:
1 Cd 1.417
2 F -0.177
3 C -0.554
4 F -0.124
5 F -0.107
6 S 0.833
7 O -0.517
8 O -0.447
9 N -0.495
10 S 0.568
11 O -0.321
12 O -0.377
13 C -0.676
14 F 0.134
15 F 0.163
16 F 0.062
17 Cl 0.626
18 C -0.757
19 C -0.747
20 Cl 0.597
21 C -0.604
22 Cl 0.696
23 C -0.392
24 O -0.284
25 C -0.466
26 O -0.241
27 C -0.617
28 Cl 0.660
29 I 0.950
30 C -0.792
31 C -0.149
32 C -0.044
33 C -0.012
34 C -0.079
35 N -0.084
36 H 0.106
37 H 0.111
38 H 0.099
39 H 0.106
40 C -0.084
41 C -0.126
42 C -0.104
43 C -0.268
44 C -0.096
45 C -0.096
46 Si 0.554
47 C -0.220
48 C -0.114
49 C -0.070
50 C -0.107
51 C -0.100
52 C -0.061
53 C -0.174
54 C -0.086
55 C -0.125
56 C -0.124
57 C -0.084
58 C -0.101
59 H 0.105
60 H 0.051
61 H 0.114
62 H 0.106
63 H 0.097
64 H 0.108
65 H 0.112
66 H 0.103
67 H 0.118
68 H 0.115
69 H 0.091
70 H 0.108
71 H 0.109
72 H 0.107
73 H 0.076